# 1
The following is a DFT calculation (wB97M-V/def2-TZVPD) of a molecular structure, C56H153AsCrF6N11O19.

**Spin multiplicity**: 4
**Gap between HOMO and LUMO (alpha / beta)**: 0.3096 / 0.3099 Ha
**Highest occupied orbital energy (alpha / beta)**: -8.43 / -8.43 eV

CARTESIAN COORDINATES (ANGSTROEM)
C 6.382 4.564 2.387
H -5.596 -2.467 -0.273
H 1.375 1.278 -5.713
N 0.429 7.551 2.799
H 2.400 2.766 -7.508
H -1.072 5.563 2.986
H 1.776 6.145 3.552
C -6.299 -2.618 6.185
H -1.737 2.967 -4.271
H -6.421 -2.659 2.973
H -6.760 -3.249 6.918
H 0.214 4.056 -5.828
H 5.170 -3.865 0.550
H 0.960 -7.353 -3.636
C 1.416 5.742 1.424
C -1.505 -2.048 -5.983
H -2.625 3.740 -6.443
H -6.845 -1.683 6.119
H -1.571 0.425 5.232
H -7.764 1.517 2.749
H 1.735 4.010 -0.472
O 1.783 -7.045 0.472
H 0.751 2.929 -8.182
C 0.704 -6.233 0.800
C 0.593 -5.122 -4.381
H 3.715 -2.144 -2.173
C 4.639 -1.994 1.580
O -1.588 -4.062 -2.595
H -3.735 2.290 1.168
C 4.740 1.560 2.298
H -2.319 -2.517 -5.549
H -0.049 -6.285 -0.002
H 8.016 2.280 -1.129
H -4.265 3.508 -6.967
H -3.643 5.101 -4.425
C 1.430 2.326 -7.602
H -5.219 -2.505 -4.364
H 3.723 4.933 4.599
H 2.354 -6.969 1.270
H 5.252 -1.460 -5.900
H -3.630 -2.026 7.967
C 4.602 -0.159 -3.678
N -2.521 2.329 -4.242
H 0.446 -2.795 2.804
H 2.802 0.836 4.089
H 4.494 2.109 3.253
H -4.503 -6.045 3.001
C 2.485 -3.053 7.659
H 6.338 1.917 -0.393
H 2.258 6.523 1.105
H 0.480 3.104 -4.365
H 0.554 5.809 0.720
H -2.050 2.381 1.338
H 1.844 3.594 -5.203
C 1.862 1.404 4.473
N -2.958 2.103 -1.320
C -2.899 3.320 -0.511
H 0.024 7.858 3.706
C -5.372 -1.530 1.664
H 6.402 2.026 -5.487
C 2.366 -4.418 7.013
H 2.355 1.080 6.413
H -4.619 -1.099 2.323
H -8.629 0.458 3.932
H 6.225 -0.415 1.483
H 4.580 -2.911 -3.555
C -1.061 -3.739 4.127
H -1.295 -5.841 -1.579
N 0.691 -6.946 -2.769
C -3.595 -5.861 2.461
H -3.043 3.836 1.644
H -1.759 -6.024 -3.389
H -4.628 4.224 -3.281
F 1.077 1.125 -2.399
O 3.483 3.017 5.231
C -1.053 5.799 -2.451
H 3.367 4.363 0.070
H 0.965 1.694 2.544
C 2.395 3.855 0.371
H -8.961 0.272 2.195
C -6.483 -0.525 1.603
O 3.555 -1.055 -3.940
C -2.525 0.076 4.914
F 1.173 -1.333 -1.949
O -7.118 -0.401 2.888
C 5.181 -2.787 0.430
H 0.135 -6.617 1.615
C -3.798 2.942 -4.851
C 5.073 -0.559 1.499
C -4.503 -0.525 -3.757
H -6.547 -0.289 -3.159
C -4.299 4.251 -4.316
F -0.959 -0.186 -1.661
H 0.596 -4.962 6.373
H 8.065 4.233 0.266
H 8.279 4.596 -2.047
H 4.227 0.693 -5.597
H -5.193 -3.452 2.174
C 3.688 -2.331 -3.271
H 2.545 2.790 0.453
H -4.837 -0.414 6.152
H -2.903 -4.122 -0.898
H 5.757 1.991 1.965
H -0.347 7.584 2.188
H 4.836 4.346 5.949
H -6.231 0.333 -4.745
H -6.025 0.409 1.264
O -2.934 -0.943 5.790
H 5.370 -0.663 -3.084
H -3.975 1.759 -8.702
O -1.015 -0.507 -4.294
H 7.077 5.640 -2.398
H 4.761 -2.588 -0.518
C 3.853 4.365 5.516
H -3.160 -6.713 1.976
As 0.714 0.131 -1.004
H 2.720 -1.653 0.752
H -4.587 -3.278 8.253
O 1.048 -4.901 7.309
H -0.837 -5.718 4.432
H 0.677 -2.441 7.228
H 0.554 -4.917 3.826
H -0.158 1.608 3.922
H -0.773 -1.642 3.505
H -2.193 1.490 -1.115
C -0.113 5.118 3.319
H 0.621 0.053 3.220
C -3.927 1.182 -7.783
H -1.073 -3.975 -0.626
H 6.217 -0.389 -6.782
H -2.628 2.026 -3.259
O -1.930 4.644 -2.215
H 0.082 4.139 2.917
C 5.143 0.460 -4.995
H 4.158 0.608 -2.991
H 7.486 4.493 2.575
H 0.395 -4.192 1.173
C -8.183 0.524 2.921
C 5.967 -0.634 -5.751
H 0.088 -5.792 -5.066
N 7.272 4.609 -2.277
C -4.822 -1.877 0.294
H 2.903 -1.306 2.367
O 6.159 4.038 1.134
N 1.505 1.041 5.824
N -4.504 -2.425 7.755
O -2.612 -5.336 3.317
H -3.278 0.955 4.989
H 1.626 1.401 -8.165
H -5.829 1.213 -3.189
H 0.025 5.506 -2.312
H 2.585 -3.772 1.865
H -4.549 2.200 -4.678
H -3.731 3.846 -0.731
H 3.191 -5.091 7.410
H -2.048 -2.547 -1.329
H -2.756 -3.344 2.742
O 1.541 -2.074 7.191
H -3.573 0.190 -7.895
H -0.181 4.987 4.397
Cr -2.218 0.618 -5.458
H -5.150 4.564 -4.996
O -0.496 1.442 -6.423
C -1.931 -3.700 -1.221
H 2.331 3.418 3.633
H 5.357 2.378 -4.189
F 2.350 0.379 -0.539
C 2.246 2.903 4.582
H -3.728 1.558 -1.075
H -4.323 -3.273 5.777
C -4.740 -1.984 -3.494
C -1.172 -5.423 -2.599
H -5.339 -2.172 -2.565
H 1.676 -5.259 -4.695
H -3.947 -5.209 1.674
C 7.004 4.531 0.121
H -0.412 -2.450 -4.006
O 2.136 -4.655 1.970
C 1.219 -4.812 0.930
H -6.541 -3.180 5.276
H 1.516 3.427 5.205
H 0.551 -2.410 4.578
H -1.134 -0.482 -3.342
H 4.916 -2.480 2.540
C 6.563 3.948 -1.226
H -4.553 -0.933 -0.172
H 6.885 5.681 0.109
H 4.782 -0.100 0.535
H 6.802 -0.944 -5.150
H 3.083 4.732 6.255
C -1.726 4.201 -0.811
C 0.954 6.159 2.811
H 5.850 4.020 3.143
H 1.188 0.098 5.888
H 0.348 -4.088 -4.543
N -0.212 -4.866 4.532
C 0.844 2.048 -6.236
C -4.827 -2.472 6.322
H 0.802 -4.801 -2.221
H 5.963 5.572 2.375
H 2.755 -2.771 -3.316
O -1.744 -0.828 -6.656
F 0.327 -0.877 0.396
H -1.137 6.305 -3.366
C -0.504 -1.752 -4.796
C -0.188 -2.540 3.712
H -3.887 -2.551 0.385
H 0.425 -1.528 -5.348
H 3.483 -2.626 7.606
O 1.876 4.405 1.546
O -3.073 1.776 -6.833
N 5.923 1.638 -4.647
H -0.539 0.572 -6.995
N -5.945 -2.775 2.080
H -4.912 0.942 -7.383
C -1.959 -4.136 2.940
H -4.624 -1.243 4.614
C -2.925 2.961 0.967
C 0.742 1.148 3.471
H -3.860 -0.130 -2.832
H -1.268 6.615 -1.697
H 6.260 -2.639 0.302
H 2.118 -3.214 8.693
O 4.562 0.188 2.568
O -3.774 -0.388 -4.945
H -7.270 -0.779 0.882
H -2.261 -0.227 3.857
H 1.558 -4.474 -0.052
H -0.790 3.647 -0.727
H 6.601 1.908 -2.151
C -4.326 -1.240 5.653
H 5.520 3.962 -1.427
H 4.149 1.829 1.449
H -1.646 5.081 -0.152
H 2.547 -4.296 5.947
H 1.126 -7.183 -1.847
C -3.472 3.058 -6.308
H -1.789 -3.501 4.940
C 6.925 2.436 -1.223
H -3.767 -2.444 -3.335
C 0.833 3.281 -5.351
H -1.356 -4.343 2.027
F 0.044 1.513 -0.205
C 0.356 -5.565 -2.907
C -5.808 0.271 -3.731
H -1.102 -2.784 -6.684
N 3.101 -2.028 1.660

Results of the Mulliken charge analysis, in e, for atoms 1 through 8: -0.756 0.356 -0.049 -0.812 0.449 0.487 0.018 -1.377

***

# 2
The following is a DFT calculation (wB97M-V/def2-TZVPD) of 18 unconnected molecules or ions with the total composition C56H153N5O36.

**Spin multiplicity**: 1
**Gap between HOMO and LUMO**: 0.3213 Ha
**Highest occupied orbital energy**: -8.58 eV

CARTESIAN COORDINATES (ANGSTROEM)
H 1.680 -0.256 6.376
O 6.003 2.259 2.020
C -4.124 0.867 -3.061
H -3.898 -0.930 -6.604
O -3.957 -2.376 2.022
C -0.183 -1.283 6.183
C 3.872 -2.310 5.475
C -2.340 -2.717 -5.315
O 1.480 -7.910 1.805
O 0.419 5.170 3.632
H -1.578 2.992 -5.195
N -0.038 -2.096 -8.931
H -2.832 0.226 -1.484
H 3.437 7.461 -0.547
H -4.980 0.817 -2.386
O 0.155 6.818 -0.922
H -0.938 -6.146 -6.312
H -1.741 1.762 0.914
H -1.232 -1.010 6.032
N -1.977 -1.404 -5.789
C 1.685 -0.985 -7.553
H 3.333 1.281 3.849
H -1.488 7.114 3.617
H 2.381 -2.806 1.005
C 6.003 4.398 -3.139
H 0.397 -8.317 -0.423
H 1.700 -3.053 -8.251
H 1.482 6.187 0.557
H -4.294 -0.087 5.025
H 0.820 2.725 0.192
H 0.612 2.070 -4.417
H 2.380 0.630 0.751
H 0.810 0.247 5.046
C -2.431 0.565 -7.175
O -1.895 -0.037 -3.290
C -1.336 -3.712 3.744
H -3.243 4.796 6.939
H -3.381 -1.655 -12.457
C 5.071 3.291 -2.668
H -4.127 1.186 7.540
H 0.171 1.846 -2.725
H 0.076 -4.171 -9.373
H 0.705 0.184 -1.612
H -3.299 -2.664 -4.784
H 7.818 4.133 -2.512
C 2.498 1.496 -1.810
H -3.779 1.904 -3.109
H 1.567 -2.592 3.584
H -3.689 -1.489 0.223
C -3.797 -1.189 1.266
H -3.101 -3.408 -12.744
O -1.303 -4.202 -6.994
H -2.494 8.095 6.422
H -0.600 6.733 -0.337
H -2.912 0.956 -8.081
C 0.064 0.163 2.333
C 0.948 2.226 -3.391
H 0.191 -3.757 2.523
H -1.338 -8.248 0.132
H -0.509 -2.557 -3.070
C 3.150 -4.828 1.269
O -2.325 2.082 0.201
H 0.434 3.335 2.744
O 2.740 5.980 -1.776
H -1.851 0.491 4.229
H -2.423 3.280 -6.785
C 1.620 0.432 -1.073
O 4.674 -1.117 5.497
C 0.466 -0.237 0.898
C -1.648 -3.439 -10.251
O -0.261 9.798 4.698
H -2.420 2.770 6.432
C -4.180 2.266 7.656
O 5.536 -1.712 1.164
C -4.271 -1.042 5.547
C -3.506 2.925 6.424
H -2.931 -0.584 1.543
H -5.888 0.977 2.625
C -1.819 2.598 -6.184
H 2.215 -0.491 -4.781
H -0.397 -6.879 -2.138
O -4.465 0.476 -4.390
H -5.921 -0.959 1.391
H -1.029 -1.357 -6.150
H -5.191 0.366 0.502
H 5.587 2.162 4.001
H -1.099 4.442 0.331
H 0.341 1.011 7.715
O 0.682 3.639 -0.107
H 0.149 -2.033 5.469
C 0.650 -0.012 6.097
H 5.428 5.310 -3.316
C -1.543 6.418 4.462
H -0.357 -0.337 0.190
O 2.321 -1.981 3.598
H -2.144 8.944 4.257
H 4.734 3.425 -1.642
C -2.146 -4.726 2.964
C 1.064 3.920 3.421
H -3.055 -4.663 -5.901
N -0.890 6.974 5.657
H 2.212 -0.476 -1.239
C -2.522 -3.832 -6.371
H 2.171 7.922 -1.798
H 5.894 1.699 1.235
C 1.337 7.029 -0.123
O -1.877 -2.509 -11.345
H 5.873 0.557 3.226
O 0.088 1.098 6.791
O 5.792 2.047 -2.665
C -0.520 -5.129 -6.284
H -5.227 2.575 7.716
H 1.152 3.296 4.320
C 0.190 -2.987 -2.348
H -1.447 -3.858 4.820
H 0.064 -2.642 -1.322
H -2.754 -1.498 -7.705
H -0.731 10.715 2.932
H 0.440 -3.191 -10.730
C 1.826 -7.681 3.167
C 3.439 -2.696 4.048
H -1.916 -4.458 -10.532
H 3.173 -0.470 2.766
C -2.831 -0.843 -6.829
N -0.427 -6.415 -0.093
H -1.420 0.584 -7.608
O -3.872 -2.186 4.780
H 0.458 -0.549 -4.537
C 1.244 -0.470 -5.285
H 7.792 -0.160 -0.796
C 2.235 -3.813 0.609
H -0.710 -1.261 8.077
H -1.674 -2.696 3.524
H -3.419 -1.092 -2.533
C -1.537 9.354 5.072
H -1.545 4.599 3.323
H -1.788 -4.867 -2.844
H -0.470 -7.500 2.325
H -2.101 2.819 -1.715
H 2.578 2.491 -1.357
H -1.624 -4.201 -1.272
H 2.744 -1.131 -7.325
H -3.129 -3.498 -7.213
O 0.073 -3.774 3.504
C -5.049 -0.298 1.356
O 6.105 0.754 -0.248
H -1.959 -0.438 -4.182
C -0.325 -7.836 0.238
H 1.273 0.540 -5.710
C -0.699 3.808 -0.466
O -2.542 1.399 -6.038
O -5.084 0.455 2.580
H 2.374 -3.720 -0.471
H 4.185 -4.474 1.243
C -0.304 10.967 3.906
C 2.526 7.184 -1.071
H -0.560 -2.417 -8.121
H -3.677 0.597 -4.952
H 6.069 1.194 -1.113
C -1.020 -6.315 -1.443
N 1.449 0.728 0.359
H 6.421 -1.016 -1.372
H -3.659 3.524 9.031
C -5.725 -1.237 5.933
H -0.763 4.513 -1.302
C -1.449 8.238 6.127
C -0.918 5.081 4.083
O -6.072 -0.132 6.773
H 1.876 5.585 -1.941
H 0.440 -5.335 -6.758
O 3.702 0.110 2.207
H 4.438 -3.118 5.946
H -3.798 2.335 5.552
H 1.399 0.004 -7.914
C -1.129 -4.884 -1.969
H -6.398 -1.239 5.074
H -3.155 -4.882 3.360
H 4.319 -2.387 3.473
H 7.432 -2.216 0.667
H -1.141 -6.025 0.518
H 0.853 3.318 -3.325
O 3.267 -6.017 0.523
C 6.849 -1.309 0.811
H 4.269 3.178 -3.399
O -3.744 4.300 6.286
H -0.931 1.941 4.002
H -6.987 -0.237 7.048
H 0.768 -1.280 1.057
H 4.823 -0.899 6.420
C 3.911 1.318 2.924
H -2.110 10.216 5.435
H -0.815 2.432 -6.588
H 0.616 -4.906 0.285
O -2.164 -4.425 1.590
H 1.409 -6.732 3.512
H 6.401 4.169 -4.134
H 2.908 -4.980 2.325
H 3.427 -3.784 4.000
C -1.665 1.292 3.508
H 1.119 7.949 0.424
H -0.859 11.791 4.363
O -3.556 2.578 8.889
H -4.020 -2.913 5.395
H 2.078 4.114 3.086
C -0.231 -3.241 -9.873
C 6.797 -0.500 -0.486
O 7.052 4.626 -2.210
C -3.064 -0.053 -2.515
H -2.621 6.366 4.625
H -2.291 -3.100 -9.433
H 1.159 -2.680 -2.744
H -1.746 -3.105 -4.485
H -3.941 -2.811 -11.289
H 7.325 -0.646 1.538
O -0.136 -1.796 7.523
O 2.191 1.615 -3.180
H 0.105 7.054 5.495
O -1.186 0.854 2.257
H -5.859 -2.179 6.477
H 2.912 -7.625 3.236
O 0.929 -1.314 -6.387
H 3.007 -2.083 6.106
O 0.164 -4.419 -2.344
H 0.713 11.332 3.770
H 1.523 -8.567 3.731
H -0.429 -4.871 -5.227
O 0.848 -4.114 0.834
H -0.113 -9.236 1.909
H 2.481 -6.574 0.580
H 1.981 -1.843 -9.472
H -0.943 8.583 7.029
H -2.490 1.981 3.329
H -3.659 -1.020 6.451
H -2.700 -3.610 1.530
C 1.369 -2.064 -8.594
H -1.987 -6.826 -1.377
H 5.033 -0.914 1.395
C 5.446 1.557 3.105
H 3.537 1.160 -1.793
H -0.837 1.725 -1.106
H -0.031 -0.688 3.013
H 5.934 1.904 -3.607
H -1.690 -5.709 3.110
H 0.880 0.778 2.728
C -3.132 -2.610 -11.998
H -4.195 -2.126 2.933
C -1.494 2.562 -0.847
H -0.859 4.379 4.923
C 0.085 -8.188 1.682
H 3.544 2.122 2.278

Results of the Mulliken charge analysis, in e, for atoms 1 through 8: 0.564 -0.597 -0.716 0.648 -0.639 1.072 -0.798 0.105

***

Per-record E_tot, eV: -221408.2359, -141701.3867